Formula: C4H14N2O
Source: OMol25
Level of theory: ωB97M-V/def2-TZVPD

The geometry in XYZ format:
```
21
Properties=species:S:1:pos:R:3:nbo_charge:R:1
C 0.4327 2.0580 2.7589 -0.4023
N -0.5479 1.7010 1.7697 -0.6446
C -0.3440 1.8396 0.3129 -0.2352
C -0.1407 0.4046 -0.3401 -0.2197
N -1.4552 -0.4158 -0.2004 -0.6604
C -1.4097 -1.8533 -0.5640 -0.4306
H 0.1089 1.8465 3.8034 0.2066
H 0.5039 3.2362 2.8137 0.1341
H 1.4180 1.9527 2.5349 0.2029
H -1.4439 2.0232 2.0422 0.3653
H -1.3221 2.2839 0.0303 0.2021
H 0.3815 2.5678 -0.1761 0.1926
H 0.1711 0.2901 -1.3254 0.1904
H 0.6446 -0.0247 0.3397 0.1618
H -1.9515 -0.3655 0.6634 0.3585
H -2.3488 -2.4606 -0.1766 0.2159
H -1.1935 -1.7479 -1.6851 0.1901
H -0.4552 -2.0994 -0.0761 0.1724
O 3.0903 -3.9498 -4.4653 -0.9128
H 2.2661 -3.7914 -4.2182 0.4533
H 3.5954 -3.4953 -3.8418 0.4596
```

Kohn-Sham gap, hartree: 0.3241
Calculated total energy, eV: -9399.7604
HOMO, eV: -8.116
Energy above the lowest of the compared OMol25 structures with the same formula, charge and spin, kJ/mol: 371.1
SMILES: CNCCNC.O



Formula: C11H10Cl3N4O6SSeW
Source: OMol25
Level of theory: ωB97M-V/def2-TZVPD

The geometry in XYZ format:
```
37
Properties=species:S:1:pos:R:3:mulliken_spin:R:1
W -0.9853 0.5581 0.1094 0.9658
N 2.6390 1.2426 2.1449 0.0015
C 1.3543 1.1106 1.8286 -0.0176
O 1.0582 0.5735 0.7340 -0.0033
C 0.2628 1.5735 2.7305 0.0100
C -0.9509 1.8460 1.8460 -0.0127
H 3.3371 0.9131 1.4981 0.0000
H 2.9140 1.6947 2.9971 -0.0005
H 0.6002 2.4007 3.3635 -0.0013
H 0.0537 0.7187 3.3811 -0.0016
H -0.8349 2.8159 1.3403 0.0069
H -1.8905 1.9089 2.3905 0.0000
Se -0.4310 2.2698 -2.8339 0.3008
N -0.0805 0.8221 -1.7363 0.1348
C 0.8895 0.0702 -2.3435 0.0744
C 1.4067 -1.1348 -1.8590 -0.0179
C 2.3952 -1.7905 -2.5738 0.1111
C 2.8743 -1.2668 -3.7804 -0.0590
C 2.3640 -0.0898 -4.2867 0.1232
C 1.3600 0.6048 -3.5831 -0.0040
N 0.7987 1.7527 -4.0213 0.3521
H 1.0170 -1.5547 -0.9396 -0.0079
H 2.7910 -2.7267 -2.1994 0.0151
H 3.6436 -1.7984 -4.3273 0.0017
H 2.7128 0.3214 -5.2253 0.0002
O -4.4299 2.6272 -1.4204 0.0001
S -3.9379 1.9209 -0.2608 0.0009
O -4.4135 0.5613 -0.1072 -0.0010
O -2.3352 1.7348 -0.6103 0.0336
O -3.9263 2.6949 0.9699 0.0103
O -1.5556 -1.0112 0.3582 -0.0176
Cl -0.1163 -4.9495 2.5488 0.0000
C -1.5686 -3.9238 2.6369 -0.0002
Cl -2.4168 -3.9259 1.1046 0.0002
Cl -2.6269 -4.5122 3.9367 0.0000
C -1.1437 -2.5629 2.9730 0.0025
N -0.8282 -1.4894 3.2162 -0.0004
```

Kohn-Sham gap (spin up / spin down), hartree: 0.1956 / 0.2678
Calculated total energy, eV: -145391.5153
HOMO (spin up / spin down), eV: -3.336 / -5.300
Total charge: -1
Energy above the lowest of the compared OMol25 structures with the same formula, charge and spin, kJ/mol: 22.5
Spin multiplicity: 3



Formula: C40H30ClF3NO2PtS2
Source: OMol25
Level of theory: ωB97M-V/def2-TZVPD

The geometry in XYZ format:
```
80
Properties=species:S:1:pos:R:3:mulliken_spin:R:1
Pt 1.1636 1.5240 -1.3802 0.9731
C 0.7999 -2.1702 6.4669 -0.0001
C 0.9991 -1.3114 5.2508 0.0001
C 1.4134 -1.8622 4.0415 0.0014
C 1.5866 -1.0711 2.9170 0.0015
C 1.3453 0.2864 3.0148 0.0131
C 0.9717 0.8735 4.2167 0.0009
C 0.7867 0.0672 5.3243 -0.0006
S 1.5720 1.3522 1.6117 0.0294
O 2.0775 0.4552 0.4959 0.0672
C -0.0862 1.7552 1.0649 0.0479
C -0.4438 3.1088 1.2659 -0.0184
C -1.6524 3.5731 0.8473 0.0240
C -2.5588 2.7152 0.1842 -0.0143
C -3.8150 3.1833 -0.2668 0.0065
C -4.6847 2.3391 -0.8940 -0.0061
C -4.3430 0.9859 -1.0966 0.0104
C -3.1403 0.5001 -0.6682 -0.0051
C -2.2091 1.3540 -0.0265 0.0098
C -0.9457 0.8652 0.4364 0.0991
C -0.7429 -0.6266 0.4771 -0.1043
C -1.2479 -1.2935 1.6339 0.0100
C -1.8836 -0.5984 2.6937 -0.0006
C -2.3251 -1.2673 3.7986 0.0002
C -2.1598 -2.6629 3.9080 0.0005
C -1.5582 -3.3629 2.9029 0.0003
C -1.0895 -2.7012 1.7434 0.0003
C -0.4520 -3.4144 0.7023 0.0009
C 0.0004 -2.7703 -0.4101 0.0010
C -0.1533 -1.3767 -0.5206 0.0374
S 0.2770 -0.5390 -2.0482 0.1825
O -0.8963 -0.5200 -2.9289 0.0413
C 1.5129 -1.5868 -2.7388 0.0230
C 2.7111 -1.7357 -2.0530 0.0276
C 3.6917 -2.5441 -2.5987 -0.0061
C 3.4901 -3.1889 -3.8186 0.0105
C 4.5563 -4.0621 -4.4157 -0.0002
C 2.2767 -3.0095 -4.4839 -0.0043
C 1.2800 -2.2104 -3.9538 0.0173
H 0.9695 -3.2218 6.2423 0.0000
H -0.2135 -2.0610 6.8563 0.0000
H 1.4864 -1.8781 7.2629 0.0001
H 1.6002 -2.9270 3.9763 -0.0002
H 1.9225 -1.4899 1.9762 -0.0048
H 0.8250 1.9455 4.2879 -0.0001
H 0.4874 0.5137 6.2648 0.0000
H 0.2681 3.7689 1.7480 -0.0102
H -1.9326 4.6061 1.0135 0.0005
H -4.0749 4.2214 -0.0991 -0.0002
H -5.6465 2.7023 -1.2322 0.0000
H -5.0441 0.3281 -1.5930 0.0004
H -2.8828 -0.5373 -0.8319 0.0001
H -2.0170 0.4739 2.6315 -0.0037
H -2.8099 -0.7243 4.5994 0.0001
H -2.5168 -3.1764 4.7912 0.0000
H -1.4299 -4.4360 2.9757 0.0000
H -0.3313 -4.4863 0.7970 0.0008
H 0.4740 -3.3210 -1.2115 0.0017
H 2.8754 -1.2215 -1.1122 -0.0069
H 4.6334 -2.6656 -2.0790 -0.0002
H 5.4669 -4.0413 -3.8206 0.0000
H 4.7993 -3.7357 -5.4274 0.0007
H 4.2142 -5.0962 -4.4801 0.0007
H 2.1134 -3.5016 -5.4348 0.0003
H 0.3373 -2.0638 -4.4647 0.0014
Cl -0.2236 6.8543 -2.7126 0.0014
C -0.6921 5.2074 -2.8662 0.0143
C -1.8560 4.8526 -3.5332 -0.0020
C -2.1752 3.5114 -3.6258 0.0064
C -1.3409 2.5702 -3.0463 0.0005
N -0.2271 2.9267 -2.4029 0.0779
C 0.1064 4.2194 -2.3232 0.0095
H -2.4831 5.6162 -3.9730 0.0003
H -3.0657 3.1828 -4.1422 0.0003
H -1.5508 1.5116 -3.1076 0.0012
H 1.0321 4.4687 -1.8190 -0.0172
F 3.4790 3.0294 -2.0043 0.0290
C 2.8751 1.9061 -2.4928 0.4003
F 2.6037 2.1688 -3.7920 0.0087
F 3.8198 0.9468 -2.4912 0.0119
```

Kohn-Sham gap (spin up / spin down), hartree: 0.2595 / 0.2595
Calculated total energy, eV: -93137.7412
HOMO (spin up / spin down), eV: -10.112 / -11.189
Total charge: +1
Energy above the lowest of the compared OMol25 structures with the same formula, charge and spin, kJ/mol: 0.0
Spin multiplicity: 3



| no. | molecular weight (g mol⁻¹) |
| --- | --- |
| 1 | 106.17 |
| 2 | 695.45 |
| 3 | 908.34 |